[1]
{"formula": "HN2O4S", "method": "the ωB97M-V functional and the def2-TZVPD basis", "multiplicity": 3, "total_charge": -1, "homo_lumo_gap_ev": [6.246, 6.269], "s2": 2.01, "e_lumo_ev": [3.85, 1.36], "species": ["N", "N", "O", "O", "O", "O", "S", "H"], "positions_angstrom": [[0.0128, 1.1985, 0.3329], [-1.1698, 1.1529, 0.6457], [-2.2149, -1.4250, -0.6365], [0.9986, 1.4253, 1.0070], [-1.8691, -0.1042, -2.7050], [-3.8830, 0.3125, -1.2391], [-2.5089, -0.1894, -1.3675], [-1.5588, 1.0212, 1.5136]], "lowdin_charge": [-0.137, 0.096, -0.475, -0.009, -0.479, -0.471, 0.416, 0.060]}

[2]
{"formula": "HN3O", "method": "the ωB97M-V functional and the def2-TZVPD basis", "smiles": "N#N.N=O", "homo_lumo_gap_ev": 9.195, "e_lumo_ev": -0.25, "species": ["N", "N", "N", "O", "H"], "positions_angstrom": [[-1.6133, 2.1008, 0.9906], [-1.0100, 1.3948, 0.4043], [0.5062, -1.1372, -0.3175], [1.0190, -0.4679, -1.1608], [1.0982, -1.8906, 0.0834]], "lowdin_charge": [0.020, 0.010, -0.019, -0.067, 0.055]}

[3]
{"formula": "HN3O", "method": "the ωB97M-V functional and the def2-TZVPD basis", "smiles": "N#N.N=O", "homo_lumo_gap_ev": 9.368, "e_lumo_ev": -0.39, "species": ["N", "N", "N", "O", "H"], "positions_angstrom": [[1.9192, -0.0626, 0.8381], [1.0619, 0.6335, 0.7792], [-1.1286, -0.2029, -0.1244], [-0.3709, -0.8458, -0.7962], [-1.4817, 0.4778, -0.6967]], "lowdin_charge": [0.057, 0.011, 0.011, -0.092, 0.013]}

[4]
{"formula": "HN3S", "method": "the ωB97M-V functional and the def2-TZVPD basis", "smiles": "N#N.N=S", "homo_lumo_gap_ev": [7.357, 7.368], "e_lumo_ev": [-1.38, -1.39], "species": ["N", "N", "N", "S", "H"], "positions_angstrom": [[-1.3474, 0.2796, -0.4990], [-1.2924, 0.2720, -1.5996], [0.4534, -0.2226, 0.5382], [1.7918, 0.5136, 0.2682], [0.3946, -0.8427, 1.2922]], "lowdin_charge": [-0.062, 0.028, -0.554, 0.625, -0.037]}

[5]
{"formula": "HN6O", "method": "the ωB97M-V functional and the def2-TZVPD basis", "total_charge": -1, "homo_lumo_gap_ev": 7.234, "e_lumo_ev": 4.06, "species": ["N", "N", "N", "N", "N", "N", "O", "H"], "positions_angstrom": [[-1.8205, 1.9795, 0.1777], [-0.7178, 1.7420, -0.0663], [0.4234, 1.5514, -0.2772], [0.5569, -1.1514, 0.3788], [1.1701, -0.0522, 0.3292], [-0.4812, -1.5321, -0.1791], [-1.0489, -2.6524, -0.0901], [1.9179, 0.1151, -0.2730]], "lowdin_charge": [0.035, -0.441, -0.007, -0.124, -0.025, -0.226, -0.232, 0.020]}

[6]
{"formula": "HNO3S", "method": "the ωB97M-V functional and the def2-TZVPD basis", "homo_lumo_gap_ev": 8.738, "e_lumo_ev": -0.83, "species": ["N", "O", "O", "O", "S", "H"], "positions_angstrom": [[0.8522, 0.1937, -0.2240], [0.2660, 1.2116, 0.0188], [1.9799, 0.0720, -0.4458], [-1.5161, -0.5348, 0.4242], [-0.3797, -1.3489, -0.3756], [-1.2024, 0.4064, 0.6023]], "lowdin_charge": [-0.577, 0.015, 0.089, -0.524, 0.943, 0.054]}

[7]
{"formula": "HNO3S", "method": "the ωB97M-V functional and the def2-TZVPD basis", "homo_lumo_gap_ev": 8.979, "e_lumo_ev": -1.00, "species": ["N", "O", "O", "O", "S", "H"], "positions_angstrom": [[-2.3458, -0.2285, 0.2933], [-3.4941, -0.0466, 0.2834], [-1.6873, -0.0725, -1.1066], [-0.9115, 1.7098, 0.3773], [-0.3928, 0.7321, -0.4945], [0.1069, -0.1784, 0.4892]], "lowdin_charge": [-0.050, 0.132, -0.401, -0.524, 0.835, 0.009]}

[8]
{"formula": "HNO4S", "method": "the ωB97M-V functional and the def2-TZVPD basis", "homo_lumo_gap_ev": 10.665, "e_lumo_ev": -1.17, "species": ["N", "O", "O", "O", "O", "S", "H"], "positions_angstrom": [[-1.1304, 0.4058, 0.0601], [1.8880, 0.1924, 0.8480], [0.9197, -1.5080, -0.6081], [-0.3360, 1.0021, -0.6418], [-2.3143, 0.4964, 0.0502], [1.8068, -0.3231, -0.4515], [-0.8338, -0.2656, 0.7431]], "lowdin_charge": [-0.268, -0.415, -0.454, -0.029, 0.112, 0.900, 0.154]}

DFT total energy in eV, matching the order above: -22018.1159 -6531.9222 -6531.5838 -15319.8154 -10998.3883 -18479.7185 -18479.2620 -20527.8552
Energy relative to the best compared isomer or geometry (same formula, charge and spin) in kcal/mol, matching the order above: 12.36 2.13 9.94 14.89 71.35 21.81 32.33 4.83
F_max in eV Å⁻¹, matching the order above: 5.39 1.83 4.33 3.18 3.77 3.28 4.19 4.58